(1)
Below is a molecular structure, C6H8LiNaO6 in a non-equilibrium geometry, with properties calculated with wB97M-V/def2-TZVPD.

Structure (XYZ):
```
22
C6H8LiNaO6 wB97M-V/def2-TZVPD
C -0.68898 -0.73080 -0.99960
H 1.80559 -0.05367 -2.29581
C 0.90134 1.04579 2.35437
H -0.63832 1.01214 -3.63083
C 0.82277 -0.35113 -2.68739
H 0.25722 1.72139 1.77416
O -1.19195 0.37164 -1.77309
H 0.93460 -0.77461 -3.69313
Na -3.30416 -0.54971 -1.70318
O -0.13823 -1.05574 2.46358
O 1.65084 0.17667 1.46995
H 0.54436 -0.11967 4.14929
C -0.17393 0.81885 -2.65576
O -1.63846 -1.52111 -0.59900
Li -1.26938 -1.87709 1.22889
O -0.05667 -0.09588 0.13620
O 0.24298 -1.33893 -1.85523
H 1.64742 1.57720 2.95862
H -0.88497 0.68160 3.49922
C 0.02098 0.12085 3.20562
C 0.86831 -0.79184 0.91257
H 0.28864 1.73404 -2.25946
```

Calculated values
LUMO level ... -1.3 eV
Kohn-Sham gap ... 0.1859 hartree
Energy above the lowest of the compared OMol25 structures with the same formula, charge and spin ... 2.234 eV

=====

(2)
Below is a molecular structure, C6H8LiO3 in a non-equilibrium geometry, with properties calculated with wB97M-V/def2-TZVPD.

Structure (XYZ):
```
18
C6H8LiO3 wB97M-V/def2-TZVPD
C -1.04930 -1.00937 0.30104
C -3.32920 -0.27556 -0.19811
C 0.68389 1.00436 -0.14891
O 2.00172 0.86731 -0.12702
C 2.48303 -0.47380 -0.27786
H -1.87406 -0.81912 -1.66150
H -4.15536 -0.23670 -0.90728
H 2.59579 -0.64728 -1.35442
H 1.37737 -1.35672 1.40593
Li -1.59442 1.90189 -0.16729
H 3.42880 -0.57124 0.26487
C 1.43111 -1.39954 0.31271
H -1.12908 -0.78803 1.37013
O 0.20631 -0.79228 -0.19153
C -2.09516 -0.69145 -0.59800
H 1.47600 -2.41146 -0.09688
H -3.54696 -0.08878 0.85693
O 0.17377 1.78111 0.63581
```

Calculated values
LUMO level (spin up / spin down) ... -5.0 / -4.3 eV
Kohn-Sham gap (spin up / spin down) ... 0.2634 / 0.2983 hartree
Energy above the lowest of the compared OMol25 structures with the same formula, charge and spin ... 3.555 eV
Total charge ... +1

=====

(3)
Below is a molecular structure, C6H8LiO6Rh in a non-equilibrium geometry, with properties calculated with wB97M-V/def2-TZVPD.

Structure (XYZ):
```
22
C6H8LiO6Rh wB97M-V/def2-TZVPD
C -2.12284 -1.92720 0.74242
O 2.47264 1.49135 -0.15840
C 0.10076 -1.31443 0.33549
O 1.25391 -1.60453 0.90188
H 0.03379 3.52233 -1.02712
C 1.89545 2.74484 -0.17447
H -2.93552 -1.20039 0.85018
H -2.06749 -3.09168 -1.13411
C 0.71502 0.35392 -1.27071
O 0.35147 1.58540 -1.59066
C 0.41921 2.60790 -0.56051
H -2.38304 -2.86280 1.25138
Li 2.47013 -0.13157 0.61049
O 0.06680 0.04093 -0.10690
O -0.29159 -2.19369 -0.65130
H 1.91818 3.34478 0.76024
H -2.02861 -1.31103 -1.36409
H -0.18351 2.31192 0.30543
O -0.92848 -1.40594 1.33520
Rh 0.56059 -2.19106 2.60885
H 2.39212 3.37505 -0.94196
C -1.70901 -2.14410 -0.72134
```

Calculated values
LUMO level (spin up / spin down) ... -3.4 / -7.2 eV
Kohn-Sham gap (spin up / spin down) ... 0.2504 / 0.2423 hartree
Spin multiplicity ... 6
Total charge ... +1

=====

(4)
Below is a gas-phase ion, C6H8N (charge +1) in a non-equilibrium geometry, with properties calculated with wB97M-V/def2-TZVPD.

Structure (XYZ):
```
15
C6H8N wB97M-V/def2-TZVPD
C 1.73869 -0.40059 0.54301
C 2.13145 0.61121 -0.55402
H 1.55388 0.13644 1.47748
C -2.08987 -0.15577 0.20772
H 2.31701 0.10951 -1.50030
N -3.00414 0.85580 -0.15458
H -3.82379 0.96823 0.41981
H 2.55507 -1.11233 0.70034
C -0.81302 -0.96530 -0.04964
H 3.04610 1.11153 -0.24908
H -2.87037 1.39460 -1.00176
H -2.45911 -0.62480 1.12762
C 0.55021 -1.11555 0.13793
H 1.35478 1.35930 -0.69669
C -0.18689 -2.17227 -0.40784
```

Calculated values
LUMO level (spin up / spin down) ... -6.0 / -6.0 eV
Kohn-Sham gap (spin up / spin down) ... 0.2779 / 0.2779 hartree
Energy above the lowest of the compared OMol25 structures with the same formula, charge and spin ... 6.272 eV
SMILES string ... CCC1=C=C1C=[NH2+]
Total charge ... +1

=====

(5)
Below is 2 unconnected molecules or ions with the total composition C6H8N in a non-equilibrium geometry, with properties calculated with wB97M-V/def2-TZVPD.

Structure (XYZ):
```
15
C6H8N wB97M-V/def2-TZVPD
C 1.97803 0.58686 -0.18681
C -3.55048 0.16537 -0.01237
H -3.29156 1.16668 -0.10891
H 2.08769 0.84302 -1.25715
H 2.46675 1.41030 0.18610
N -0.52053 1.46207 -0.02831
C 2.69061 -0.75164 0.26632
C -0.80508 0.14160 0.19143
H 2.43709 -1.09683 1.24254
H -2.53292 -1.89414 0.02176
H 2.29076 -1.46421 -0.47225
H 3.74068 -0.45600 -0.01384
C -2.81945 -0.88483 0.11658
C 0.56175 0.72341 0.09657
H -4.73333 0.04834 -0.04167
```

Calculated values
LUMO level ... -5.2 eV
Kohn-Sham gap ... 0.3552 hartree
Energy above the lowest of the compared OMol25 structures with the same formula, charge and spin ... 7.879 eV
Total charge ... +1

=====

(6)
Below is a gas-phase ion, C6H8N (charge +1) in a non-equilibrium geometry, with properties calculated with wB97M-V/def2-TZVPD.

Structure (XYZ):
```
15
C6H8N wB97M-V/def2-TZVPD
H 0.87765 -2.72585 -2.18485
H -1.44163 2.46958 0.79538
C -0.35442 1.76966 2.18546
C 0.13665 0.15255 -0.56547
H 1.28735 -0.74153 -1.92864
H 0.51215 3.03810 0.61468
H -0.46015 1.09729 4.26679
N -0.10155 1.16703 -0.01382
C -0.37385 2.27489 0.78688
H -0.21712 -0.70485 -2.54119
H -0.73112 -2.90100 -1.49457
C 0.30852 -0.88638 -1.57301
C 0.27882 -2.52000 -1.32624
H 0.50693 -2.88073 -0.31663
C -0.22825 1.39123 3.29521
```

Calculated values
LUMO level ... -4.4 eV
Kohn-Sham gap ... 0.3735 hartree
Energy above the lowest of the compared OMol25 structures with the same formula, charge and spin ... 5.344 eV
SMILES string ... C#CC[N+]#CCC
Total charge ... +1

=====

(7)
Below is 2 unconnected molecules or ions with the total composition C6H8N in a non-equilibrium geometry, with properties calculated with wB97M-V/def2-TZVPD.

Structure (XYZ):
```
15
C6H8N wB97M-V/def2-TZVPD
C 2.06906 0.73808 -0.04601
H -1.33344 -0.72478 1.70841
C -0.27849 -1.31168 0.14439
H 0.17023 1.06277 -0.36060
H 0.70754 -2.56875 -1.05497
C 0.74012 -1.64934 -0.49332
H 1.55713 -0.90324 -0.21681
C -1.18145 -0.55879 0.69786
H 2.29911 0.85402 -1.15266
C -2.15467 0.12098 -0.05242
C -3.06701 0.79200 -0.54248
H -3.99319 1.13466 -0.91344
H 0.60764 1.26242 1.32916
H 2.97743 0.62954 0.59079
N 0.87998 1.12211 0.36211
```

Calculated values
LUMO level (spin up / spin down) ... -5.6 / -5.6 eV
Kohn-Sham gap (spin up / spin down) ... 0.2836 / 0.2836 hartree
Energy above the lowest of the compared OMol25 structures with the same formula, charge and spin ... 6.669 eV
Total charge ... +1

=====

(8)
Below is C6H8N2 in the gas phase in a non-equilibrium geometry, with properties calculated with wB97M-V/def2-TZVPD.

Structure (XYZ):
```
16
C6H8N2 wB97M-V/def2-TZVPD
N -0.70731 -2.63652 0.81766
H 1.94128 0.78264 0.93419
H 1.61598 1.41034 -0.76876
C 1.41687 0.61114 -0.02552
C -1.50596 -0.84284 1.45398
C -0.64736 1.41461 -1.15513
H 1.46187 -0.37624 -0.24880
C -0.74614 -0.19261 0.74335
C -0.09468 0.95030 0.16011
N 0.27894 -2.44451 0.13853
H -0.17654 1.76034 0.95821
H -1.58832 1.98510 -1.05667
H -0.62378 0.70080 -1.89475
H -0.01518 2.24540 -1.35060
H 0.61059 -3.22286 -0.56970
C -1.22025 -2.14510 1.86392
```

Calculated values
LUMO level ... -0.2 eV
Kohn-Sham gap ... 0.3162 hartree
Energy above the lowest of the compared OMol25 structures with the same formula, charge and spin ... 7.756 eV

=====

(9)
Below is C6H8N2 in the gas phase in a non-equilibrium geometry, with properties calculated with wB97M-V/def2-TZVPD.

Structure (XYZ):
```
16
C6H8N2 wB97M-V/def2-TZVPD
C 1.63044 -0.55621 -0.01123
H 0.17773 1.94289 1.12831
N -1.83320 -0.39244 -1.21569
H -0.25597 0.37141 -2.34785
H 2.17353 -0.33978 -0.96140
C -0.87450 -0.54071 0.77738
H 1.11353 2.01757 -0.36366
C -0.62780 0.01083 -1.37706
C 0.75912 1.35401 0.44399
H -0.79459 -0.69384 1.86316
C 0.16048 0.02388 -0.11463
H 1.74276 -1.58073 0.29654
H 2.91934 1.04267 0.99961
N -1.97554 -0.75629 0.18850
C 1.92567 0.55058 1.03093
H 1.74432 0.22663 2.07943
```

Calculated values
LUMO level ... 0.5 eV
Kohn-Sham gap ... 0.3930 hartree
Energy above the lowest of the compared OMol25 structures with the same formula, charge and spin ... 2.138 eV
SMILES string ... C1=NN=CC12CCC2

=====

(10)
Below is C6H8N2 in the gas phase in a non-equilibrium geometry, with properties calculated with wB97M-V/def2-TZVPD.

Structure (XYZ):
```
16
C6H8N2 wB97M-V/def2-TZVPD
N 2.52762 -0.78743 0.00251
H -2.13350 -2.02611 -1.00297
N 1.07664 1.03288 0.12765
H -2.30591 1.82192 -0.12163
C -1.41311 -0.29539 0.41132
H 2.38615 -1.92978 0.35516
C -1.46902 1.27834 0.04048
H 0.30143 2.73862 -0.71837
C 1.19707 -0.41269 0.04748
H -1.59722 -0.51644 1.65879
C -0.18255 1.71098 -0.13328
C -1.53618 -1.58881 -0.12506
C -0.25004 -0.79872 -0.37429
H -0.42658 -0.48428 -1.23786
H -1.51739 -2.25257 0.62559
H 1.98617 1.56820 0.33032
```

Calculated values
LUMO level ... 1.0 eV
Kohn-Sham gap ... 0.3431 hartree
Energy above the lowest of the compared OMol25 structures with the same formula, charge and spin ... 6.980 eV
SMILES string ... [H]/N=C1/NC=C[C@H]2C[C@H]12

=====

(11)
Below is C6H8N2 in the gas phase in a non-equilibrium geometry, with properties calculated with wB97M-V/def2-TZVPD.

Structure (XYZ):
```
16
C6H8N2 wB97M-V/def2-TZVPD
C 2.03344 -0.42725 0.05686
N 0.13190 0.54928 -0.15557
N -1.76840 2.07389 -0.21638
C 1.36499 0.97383 0.42649
H 1.40256 1.15581 1.46770
C -2.07864 -0.35775 0.01519
H 2.45040 -1.04763 0.78575
H -2.70980 2.10488 -0.02401
C -2.58431 -1.45939 0.21419
H -2.98663 -2.34925 0.67638
C -1.22157 0.90391 -0.11125
C 0.62620 -0.78575 -0.52525
H 2.81050 -0.47045 -0.80313
H 1.88141 1.74819 -0.16759
H 0.56742 -1.07476 -1.57551
H 0.08052 -1.53755 -0.06386
```

Calculated values
LUMO level ... 0.9 eV
Kohn-Sham gap ... 0.3546 hartree
Energy above the lowest of the compared OMol25 structures with the same formula, charge and spin ... 4.005 eV
SMILES string ... [H]/N=C(\C#C)N1CCC1

=====

(12)
Below is a molecular structure, C6H8N2 in a non-equilibrium geometry, with properties calculated with wB97M-V/def2-TZVPD.

Structure (XYZ):
```
16
C6H8N2 wB97M-V/def2-TZVPD
H 3.00281 0.86571 -0.93839
H -0.39766 0.46575 2.55064
C 0.32962 0.15122 1.67746
H -1.94220 -0.16806 -2.40343
C -1.71599 -0.69395 0.63809
C -1.53603 -0.32077 -1.31082
C -0.32758 -0.10711 -0.83113
N -2.52784 -0.70212 -0.45836
H 2.13759 -0.31708 0.33182
C 2.01022 0.54555 -0.69582
H 0.74738 1.30227 -2.26723
N -0.50225 -0.39409 0.49762
C 0.80669 0.39444 -1.28693
H 0.99744 -0.74085 1.60153
H 0.88894 1.20538 1.31837
H -1.97114 -1.48630 1.57657
```

Calculated values
LUMO level ... 0.7 eV
Kohn-Sham gap ... 0.3325 hartree
Energy above the lowest of the compared OMol25 structures with the same formula, charge and spin ... 5.613 eV

=====

(13)
Below is a molecular structure, C6H8N2 in a non-equilibrium geometry, with properties calculated with wB97M-V/def2-TZVPD.

Structure (XYZ):
```
16
C6H8N2 wB97M-V/def2-TZVPD
C -0.69481 -0.80064 0.00434
H -2.68832 -2.05066 0.27743
C 2.66117 -0.49522 -0.03435
H -1.84849 2.13293 -0.05641
N 0.54721 1.32982 -0.07313
H 2.70350 -0.94380 -0.95989
H 3.69155 -0.07477 0.13996
H -3.73410 0.34537 0.11309
C -2.73919 0.13130 -0.01906
H 0.16667 -1.46186 0.00772
N -0.54046 0.56820 -0.14424
H 2.55578 1.72077 0.03538
C 1.74297 0.85108 -0.06217
H 2.03937 -1.23977 0.90623
C -2.09330 -1.10594 -0.00317
C -1.76955 1.09318 -0.13173
```

Calculated values
LUMO level ... 0.8 eV
Kohn-Sham gap ... 0.3308 hartree
Energy above the lowest of the compared OMol25 structures with the same formula, charge and spin ... 3.637 eV

=====

(14)
Below is C6H8N2 in the gas phase in a non-equilibrium geometry, with properties calculated with wB97M-V/def2-TZVPD.

Structure (XYZ):
```
16
C6H8N2 wB97M-V/def2-TZVPD
H 3.40685 0.48608 0.06027
H -0.72291 2.13540 -1.10387
N -0.29835 -0.91235 0.02401
C -0.95925 1.52333 -0.22676
C -1.62252 -1.49370 0.12444
H -1.76530 -1.96092 1.10542
H 2.74722 2.22728 -0.00795
C 0.05602 0.42437 -0.08165
C 1.34400 0.69780 -0.06546
C 2.55864 1.15925 0.00674
C 0.79719 -1.85845 0.21367
H -1.98545 1.17800 -0.34595
H -0.92909 2.17335 0.65504
H -1.74607 -2.26714 -0.64152
N 1.54548 -2.74412 0.29054
H -2.42646 -0.76819 -0.00699
```

Calculated values
LUMO level (spin up / spin down) ... 0.3 / 0.0 eV
Kohn-Sham gap (spin up / spin down) ... 0.2636 / 0.2845 hartree
Energy above the lowest of the compared OMol25 structures with the same formula, charge and spin ... 4.951 eV
SMILES string ... C=C=C(C)N(C)C#N

=====

| no. | M (g/mol) |
| --- | --- |
| 1 | 206.06 |
| 2 | 135.07 |
| 3 | 285.97 |
| 4 | 94.14 |
| 5 | 94.14 |
| 6 | 94.14 |
| 7 | 94.14 |
| 8 | 108.14 |
| 9 | 108.14 |
| 10 | 108.14 |
| 11 | 108.14 |
| 12 | 108.14 |
| 13 | 108.14 |
| 14 | 108.14 |